This record from the OMol25 dataset describes a 14-piece molecular cluster, C32H77N9O24 overall in a non-equilibrium geometry. The level of theory is ωB97M-V/def2-TZVPD.

Summary:
Charge   +4
Kohn-Sham gap   3.94 eV
F_max   6.96 eV Å⁻¹
Highest occupied orbital energy   -14.01 eV
Electronic energy   -3562.552034 Ha
Energy above the lowest of the compared OMol25 structures with the same formula, charge and spin   90.90 kcal/mol

```
142
Properties=species:S:1:pos:R:3:forces:R:3
C -3.267606 -0.352609 6.566746 1.330 0.330 -1.032
C -2.464830 -1.545308 6.025233 -2.482 -0.693 2.319
O -2.745349 -2.666229 6.305039 1.306 0.821 -1.278
N -1.154642 -1.233468 5.261292 -0.538 -1.166 -0.624
H -1.093445 -0.262785 4.989027 -0.233 0.392 -0.132
H -0.385980 -1.382949 5.899177 0.284 -0.161 0.584
C -0.906970 -2.155032 4.042215 0.671 1.735 0.418
H -2.612973 0.509870 6.441556 -0.230 0.414 0.475
H -3.551870 -0.505916 7.607801 0.267 -0.201 -0.067
H -4.183409 -0.128122 6.019939 0.006 -0.418 -0.246
H -0.505954 -3.095997 4.418884 -0.697 -0.003 -0.289
H -0.125901 -1.587672 3.536125 0.262 -0.459 -0.331
H -1.770857 -2.108119 3.379192 -0.025 -0.824 0.423
C 3.855394 -1.475361 -0.841590 -1.425 -0.089 0.589
C 2.487812 -1.387117 -1.578280 3.200 0.434 -0.593
O 2.305472 -1.738131 -2.706122 -0.638 0.027 1.024
N 1.419884 -0.663272 -0.832109 0.947 0.980 -1.284
H 0.799217 -1.362486 -0.450056 -1.300 -1.025 -0.052
H 1.688315 -0.140194 -0.010868 1.464 0.178 0.836
C 0.708479 0.301062 -1.721918 -1.467 -1.623 -0.836
H 3.596268 -1.889091 0.132973 0.214 -0.275 0.274
H 4.265419 -0.497018 -0.590935 -0.317 0.381 -0.429
H 4.650052 -2.064697 -1.299094 -0.564 -0.038 -0.405
H 0.342520 -0.324862 -2.535790 -0.375 0.145 0.055
H 1.304840 1.043554 -2.252166 0.380 0.225 1.086
H -0.147905 0.578810 -1.107468 0.170 0.806 -0.518
C -5.202289 5.276447 -2.588826 0.777 -1.092 0.416
C -5.107535 3.844957 -2.940150 -3.099 -2.058 -1.579
O -6.066943 3.096874 -2.952268 2.809 0.772 0.277
N -3.781356 3.376747 -3.625811 -0.156 -1.595 0.736
H -3.866441 3.115663 -4.597764 -1.218 -0.002 -0.494
H -3.161579 4.171744 -3.688644 1.637 1.245 0.871
C -3.100222 2.122192 -3.028396 0.434 0.285 0.673
H -4.944067 5.731621 -3.544986 0.035 0.955 0.373
H -4.459792 5.419921 -1.803836 0.272 0.816 -0.287
H -6.209385 5.450417 -2.209883 0.158 0.199 -0.373
H -2.181196 2.392965 -2.508599 -0.149 0.535 -0.196
H -2.800869 1.392191 -3.780440 -0.552 0.281 -0.260
H -3.737342 1.631639 -2.292504 -0.287 0.086 -0.584
C 0.764054 2.552710 -6.261779 0.718 0.464 -0.031
C 1.590137 1.583388 -5.445387 -0.507 0.762 -0.698
O 1.049683 0.778208 -4.789805 -0.248 -1.701 1.237
N 3.109439 1.700920 -5.247965 -1.218 -1.426 -2.245
H 3.548920 2.107626 -6.061324 0.049 0.508 -0.312
H 3.153392 2.375047 -4.497155 1.054 1.307 1.957
C 3.827807 0.400118 -4.947322 -0.209 0.534 0.788
H 0.716465 3.469673 -5.674394 0.398 0.399 -0.134
H -0.281353 2.246713 -6.301473 0.344 -0.597 -0.022
H 1.135528 2.746027 -7.268124 0.107 0.142 0.147
H 4.880465 0.681905 -4.922340 -0.119 -0.212 0.343
H 3.678020 -0.394041 -5.678743 -0.376 0.507 -0.269
H 3.446605 0.088464 -3.974869 0.488 0.004 -0.179
C -5.062939 1.880041 0.000089 0.441 0.080 1.619
C -3.615516 2.071890 0.508315 -0.162 1.849 -5.032
O -2.829401 2.720212 -0.173395 -0.938 -1.416 3.005
N -3.125413 1.286077 1.663309 -0.390 -0.665 -0.822
H -2.428005 1.839428 2.140318 0.406 0.220 0.151
H -3.913489 1.115900 2.271644 -0.386 0.083 0.404
C -2.508876 -0.116350 1.356295 0.119 1.177 0.202
H -5.121751 0.928181 -0.527740 -0.046 -0.367 -0.008
H -5.416957 2.660796 -0.673125 0.707 0.023 0.035
H -5.766155 1.914156 0.832211 -0.121 -0.450 0.113
H -3.196351 -0.770867 0.820500 -0.233 0.158 0.248
H -2.305749 -0.347925 2.401865 0.304 -0.955 -0.463
H -1.612271 0.039722 0.756420 -0.114 -0.055 0.263
C 2.562824 3.308766 5.536844 0.629 0.051 -0.730
C 3.469974 2.138538 5.774219 0.425 0.864 2.410
O 4.261520 2.146701 6.671451 -0.369 -0.921 -1.371
N 3.344979 0.917565 4.884156 1.538 -0.829 0.687
H 2.556183 0.359623 5.178445 -0.256 -0.086 0.441
H 3.045512 1.249069 3.978320 -0.294 0.548 -1.581
C 4.599478 -0.009253 4.838925 -0.437 1.253 0.340
H 2.942362 3.758805 4.619492 -0.317 0.004 -0.365
H 2.788437 4.051947 6.301604 -0.365 -0.362 0.246
H 1.508375 3.068848 5.400122 0.161 0.019 0.052
H 5.443902 0.616730 4.550507 -0.197 -0.123 -0.420
H 4.378203 -0.813237 4.136959 0.152 0.175 0.163
H 4.846187 -0.324661 5.852701 -0.452 -0.209 -0.100
C -1.167771 -8.865435 -3.192015 0.545 -0.362 0.910
C -1.386846 -7.393874 -3.168920 -5.735 -1.397 -2.245
O -2.483964 -6.938714 -3.516621 4.898 0.206 1.706
N -0.180782 -6.657877 -2.652039 -1.209 1.085 -1.806
H -0.429805 -6.382451 -1.712771 -0.005 0.764 0.656
H 0.576915 -7.324787 -2.616832 0.410 -0.107 -0.224
C 0.072826 -5.388869 -3.476288 0.270 0.860 1.398
H -0.880042 -9.128945 -2.174244 0.626 -0.243 0.205
H -0.364969 -9.123434 -3.882703 0.060 -0.200 0.006
H -2.042827 -9.501474 -3.325608 -0.151 0.658 -0.626
H -0.821079 -4.775444 -3.363389 -0.215 -0.221 -0.177
H 0.355822 -5.505791 -4.522391 -0.124 -0.731 0.298
H 0.832848 -4.865652 -2.895998 0.176 0.071 -0.373
C 0.798324 -5.640007 3.223967 1.218 -1.348 -0.705
C 1.947615 -5.826351 2.207603 3.556 2.598 1.742
O 3.107343 -5.428529 2.462357 -4.774 -2.158 -1.914
N 1.584328 -6.304865 0.801237 1.876 -0.152 0.078
H 0.897133 -7.043810 0.758537 0.039 -0.712 0.530
H 1.084476 -5.545327 0.361520 -1.454 1.833 -0.341
C 2.732498 -6.483884 -0.197081 -0.103 -0.114 0.950
H 0.205849 -4.742496 3.046349 0.133 -0.131 -0.250
H 1.329608 -5.629972 4.175674 -0.234 0.290 0.041
H 0.180300 -6.537866 3.223607 -0.343 0.146 -0.022
H 3.342061 -5.584180 -0.112988 -0.018 -0.189 -0.073
H 2.275615 -6.541160 -1.185047 0.174 -0.074 0.145
H 3.314259 -7.367594 0.065032 -0.096 0.116 -0.163
C 1.874429 5.350190 2.281438 -0.951 0.069 -1.876
C 0.955136 5.211967 0.991248 1.474 -4.316 0.136
O 0.866813 4.215842 0.261202 0.088 3.484 2.489
N 0.000731 6.315787 0.768436 -0.813 -0.262 1.088
H 0.288629 7.158373 1.245169 -0.093 0.302 0.842
H 0.229155 6.562798 -0.183881 -1.190 -0.016 -2.636
C -1.446268 5.917118 1.104719 -0.501 -0.766 0.130
H 2.078019 6.409026 2.441160 -0.033 -0.117 0.365
H 2.809560 4.794576 2.211334 -0.193 0.034 -0.531
H 1.310702 4.870584 3.081616 -0.156 0.331 0.167
H -1.651511 5.737296 2.160010 1.077 0.862 0.514
H -1.683843 4.905601 0.775332 0.535 0.285 -1.189
H -2.233630 6.603686 0.793606 0.720 0.264 -0.552
O 3.954094 3.654619 -0.936629 0.105 -0.040 0.493
C 3.915092 3.031415 -2.115498 -1.420 -2.587 -3.587
O 4.157698 1.760059 -2.163885 -0.030 1.262 1.299
O 3.478556 3.627427 -3.127240 0.103 0.557 0.194
H 4.042226 2.843985 -0.429976 0.430 -0.003 1.156
O -2.225717 -1.149038 -1.734600 0.854 1.718 0.490
C -3.257929 -1.940808 -2.040004 -6.610 -1.303 -1.760
O -3.105181 -3.147681 -1.851569 2.572 -2.275 1.032
O -4.406871 -1.549177 -2.408399 2.074 2.338 0.374
H -1.808889 -1.865380 -1.250140 1.613 0.030 0.406
O -1.564796 -3.943437 1.217410 -0.048 -0.741 -0.286
C -0.705149 -3.597196 0.255461 2.390 1.363 -0.610
O -0.390564 -2.422437 0.145669 -0.797 2.659 0.776
O -0.048540 -4.447847 -0.393431 -0.186 -3.028 -0.104
H -1.568661 -4.880305 1.007950 -1.093 -0.770 0.641
O -0.148959 4.228384 -2.759274 1.399 -2.770 0.106
C -0.756270 5.353815 -2.644934 -3.183 4.705 -1.353
O -1.891521 5.534866 -3.112073 -2.322 -2.016 -0.536
O -0.140320 6.339161 -2.201709 2.001 0.420 2.409
H 0.666698 4.587547 -2.402469 1.681 -1.035 0.123
O 0.296344 1.363016 1.366876 0.478 0.455 0.187
C 1.540078 1.313544 1.943334 1.457 0.021 2.829
O 2.344918 0.466442 1.639846 0.607 -2.078 -1.659
O 1.761004 2.120377 2.912353 -1.171 0.334 -0.432
H 0.233810 2.276895 1.654126 -1.542 1.070 -0.487
```
Forces are in eV/Å.

Löwdin atomic charge list, values in e, 6 entries: C 0.0465; C -0.3490; O 0.2149; N 0.0978; H 0.1490; H 0.1749